# 1
{"formula": "C34H44BrN3O3PPtS", "method": "ωB97M-V/def2-TZVPD", "elements": ["Pt", "Br", "C", "C", "C", "C", "C", "N", "C", "O", "O", "H", "H", "H", "S", "C", "C", "C", "N", "C", "C", "C", "C", "C", "N", "C", "C", "H", "H", "H", "H", "H", "H", "H", "H", "O", "P", "C", "C", "C", "C", "C", "C", "C", "C", "C", "C", "C", "C", "C", "C", "C", "C", "C", "C", "H", "H", "H", "H", "H", "H", "H", "H", "H", "H", "H", "H", "H", "H", "H", "H", "H", "H", "H", "H", "H", "H", "H", "H", "H", "H", "H", "H", "H", "H", "H", "H", "H"], "coordinates": [[-1.77627, 0.80440, 0.11892], [-4.07221, -1.55835, -0.71602], [-4.62691, -0.03349, 0.23396], [-5.95558, 0.10383, 0.58482], [-6.34915, 1.26345, 1.23563], [-5.41257, 2.25200, 1.48780], [-4.10512, 2.05032, 1.09935], [-3.71603, 0.90403, 0.50421], [-3.03115, 3.12999, 1.27126], [-3.31665, 4.11129, 1.91937], [-1.90534, 2.87783, 0.68675], [-6.65598, -0.68113, 0.34262], [-7.38396, 1.39534, 1.52128], [-5.65061, 3.18979, 1.96951], [-1.80435, -2.35829, 6.04731], [-1.66319, -1.62775, 4.42585], [-1.38028, -0.27712, 4.27608], [-1.28565, 0.25496, 3.00423], [-1.46306, -0.48519, 1.90134], [-1.73140, -1.78826, 2.04363], [-1.84302, -2.39294, 3.28124], [-0.06723, -2.67631, 6.32225], [0.50533, -3.86740, 5.90211], [1.85971, -4.06273, 6.13191], [2.64171, -3.17325, 6.73736], [2.07369, -2.04450, 7.15171], [0.72935, -1.74744, 6.97380], [-1.23751, 0.36012, 5.13741], [-1.06556, 1.30408, 2.84492], [-1.84737, -2.36030, 1.13374], [-2.06292, -3.44906, 3.35198], [-0.08818, -4.62921, 5.41511], [2.33719, -4.98296, 5.81446], [2.72366, -1.33785, 7.65525], [0.31593, -0.81811, 7.34130], [0.21181, 0.93621, -0.17737], [1.08522, 0.53612, -1.37865], [2.19190, -0.77285, -0.81102], [1.37773, -2.01024, -0.33655], [1.56515, -3.19219, -1.28193], [3.03538, -3.62386, -1.34859], [3.99656, -2.42100, -1.30461], [3.30791, -1.15250, -1.79993], [0.05962, -0.11758, -2.72828], [-1.27432, 0.62584, -2.92399], [-2.13302, -0.12500, -3.93123], [-1.41416, -0.24288, -5.29810], [0.01222, 0.30174, -5.25176], [0.80717, -0.28264, -4.08565], [2.03848, 1.97290, -1.88848], [2.88932, 2.51843, -0.70925], [2.16507, 3.65689, 0.00436], [1.99620, 4.86311, -0.92991], [1.80644, 4.42532, -2.39027], [1.11212, 3.06893, -2.46266], [2.67072, -0.33078, 0.06822], [0.31558, -1.76250, -0.22999], [1.71056, -2.28921, 0.66553], [1.20988, -2.91819, -2.28041], [0.94416, -4.03044, -0.96221], [3.19960, -4.20316, -2.25856], [3.25398, -4.29434, -0.51553], [4.88792, -2.62422, -1.89768], [4.34208, -2.24932, -0.28126], [2.90657, -1.33288, -2.80026], [4.02039, -0.33028, -1.88902], [-0.20843, -1.11252, -2.35359], [-1.10635, 1.65212, -3.25363], [-1.81120, 0.74634, -1.95550], [-3.09502, 0.37582, -4.04304], [-2.34714, -1.11954, -3.52989], [-1.97649, 0.28862, -6.06578], [-1.38670, -1.28892, -5.61040], [-0.00609, 1.39177, -5.17641], [0.52960, 0.07543, -6.18491], [1.79923, 0.17182, -4.06176], [0.96847, -1.34815, -4.26621], [2.70967, 1.62670, -2.68130], [3.83592, 2.88356, -1.11456], [3.15292, 1.72829, -0.00356], [2.72115, 3.94630, 0.89670], [1.19120, 3.30162, 0.34844], [2.86977, 5.51395, -0.85968], [1.13982, 5.45532, -0.60384], [2.77390, 4.35173, -2.89568], [1.23052, 5.16912, -2.94114], [0.84699, 2.82388, -3.49347], [0.18074, 3.11755, -1.88820]], "atomic_forces_ev_per_a": [[0.349, 0.474, 0.898], [0.092, 0.019, 0.003], [-0.088, 0.032, 0.028], [-0.006, 0.035, 0.033], [0.020, -0.021, -0.029], [0.055, 0.042, 0.022], [0.106, 0.055, -0.034], [-0.300, -0.100, -0.091], [-0.057, 0.025, 0.086], [0.028, -0.030, -0.060], [-0.153, -0.138, -0.407], [0.000, 0.001, 0.002], [0.004, 0.001, 0.011], [-0.015, -0.002, -0.004], [-0.067, -0.027, 0.013], [0.038, 0.005, 0.001], [0.050, 0.035, -0.016], [0.066, 0.051, -0.055], [-0.206, -0.373, -0.232], [0.099, 0.019, -0.010], [0.016, -0.042, 0.011], [0.092, 0.007, 0.000], [-0.035, 0.007, -0.015], [0.045, -0.033, -0.006], [-0.077, 0.016, -0.014], [0.063, 0.011, 0.027], [-0.050, 0.011, -0.010], [-0.003, -0.001, 0.000], [-0.016, -0.001, 0.026], [-0.055, 0.012, 0.004], [-0.001, 0.002, -0.004], [0.004, -0.001, -0.002], [-0.003, 0.003, 0.003], [-0.006, -0.002, -0.002], [0.004, 0.000, -0.001], [0.099, -0.111, -0.006], [-0.200, 0.072, 0.148], [0.041, -0.088, 0.010], [-0.017, 0.047, -0.026], [-0.013, -0.007, -0.003], [0.008, -0.005, 0.011], [0.001, 0.003, 0.016], [-0.019, -0.028, -0.024], [-0.104, 0.022, -0.062], [0.105, 0.248, 0.163], [0.030, -0.029, -0.006], [-0.033, -0.029, 0.004], [0.008, 0.014, -0.016], [-0.006, -0.043, 0.021], [0.096, 0.049, -0.072], [0.003, -0.004, -0.027], [-0.008, -0.010, 0.028], [0.015, 0.009, 0.002], [0.012, -0.001, -0.018], [-0.038, -0.032, 0.001], [-0.034, 0.021, -0.002], [0.038, 0.014, -0.002], [0.030, -0.009, -0.004], [0.013, 0.005, -0.014], [-0.008, 0.000, 0.004], [-0.007, 0.010, -0.008], [0.007, 0.000, 0.000], [-0.001, -0.005, -0.004], [-0.006, 0.000, 0.004], [0.006, 0.011, 0.014], [0.007, -0.003, 0.016], [-0.014, -0.036, -0.019], [0.023, -0.035, -0.039], [-0.037, -0.222, -0.284], [0.003, 0.015, 0.002], [-0.005, 0.006, -0.003], [0.000, 0.000, -0.003], [0.009, -0.003, 0.004], [-0.002, 0.001, -0.001], [-0.005, -0.009, 0.000], [-0.024, 0.032, 0.000], [0.024, 0.000, -0.005], [0.024, 0.027, 0.017], [0.001, 0.010, 0.007], [-0.021, 0.003, 0.001], [0.005, 0.003, -0.005], [0.000, 0.004, -0.016], [-0.003, 0.002, -0.004], [-0.010, -0.015, 0.001], [0.002, -0.003, 0.000], [-0.004, 0.003, 0.007], [0.008, 0.001, 0.011], [0.009, 0.001, 0.004]], "spin_multiplicity": 1, "charge": 1, "gap_ev": 7.82, "lumo_energy_ha": -0.12296}

***

# 2
{"formula": "C4H6N2", "method": "ωB97M-V/def2-TZVPD", "elements": ["N", "C", "C", "C", "C", "N", "H", "H", "H", "H", "H", "H"], "coordinates": [[-1.15248, 1.02996, -1.57127], [-0.31477, 0.26901, -0.70936], [0.61020, -0.55749, -1.24677], [1.14139, -1.15597, 0.88013], [0.34733, -0.24147, 1.46326], [-0.48037, 0.48813, 0.65123], [-0.74974, 1.94209, -1.76669], [-1.26998, 0.54585, -2.45458], [0.84839, -1.61441, -0.09727], [1.99202, -1.63421, 1.35216], [0.36642, 0.02287, 2.51815], [-1.33840, 0.90562, 0.98101]], "atomic_forces_ev_per_a": [[0.103, 0.000, -0.106], [0.213, -0.190, 0.034], [-0.127, 0.135, 0.387], [-0.042, 0.278, 0.107], [0.080, -0.039, -0.098], [-0.028, -0.165, -0.062], [-0.060, -0.071, 0.076], [-0.035, 0.044, 0.099], [-0.054, 0.012, -0.131], [-0.198, 0.046, -0.054], [0.043, -0.042, -0.208], [0.104, -0.008, -0.044]], "spin_multiplicity": 1, "charge": 0, "gap_ev": 9.19, "lumo_energy_ha": 0.02338}

***

# 3
{"formula": "C32H67BF9NO15P3", "method": "ωB97M-V/def2-TZVPD", "elements": ["C", "C", "C", "C", "C", "C", "C", "C", "O", "C", "C", "B", "O", "O", "N", "C", "F", "F", "C", "F", "F", "C", "F", "F", "C", "F", "F", "F", "H", "H", "H", "H", "H", "H", "H", "H", "H", "H", "H", "H", "H", "H", "H", "H", "H", "H", "H", "H", "H", "H", "O", "P", "O", "C", "C", "O", "C", "C", "O", "C", "C", "H", "H", "H", "H", "H", "H", "H", "H", "H", "H", "H", "H", "H", "H", "H", "O", "P", "O", "C", "C", "O", "C", "C", "O", "C", "C", "H", "H", "H", "H", "H", "H", "H", "H", "H", "H", "H", "H", "H", "H", "H", "O", "P", "O", "C", "C", "O", "C", "C", "O", "C", "C", "H", "H", "H", "H", "H", "H", "H", "H", "H", "H", "H", "H", "H", "H", "H"], "coordinates": [[4.11292, -3.03295, -2.43175], [2.99043, -2.48439, -1.52475], [1.74843, -2.25333, -2.44456], [1.59232, -0.81696, -2.97109], [1.72017, 0.25951, -1.86842], [0.45955, 1.11774, -1.65919], [-0.88144, 0.34618, -1.72505], [-1.72154, 0.72292, -2.96875], [-2.87310, 1.47755, -2.65038], [2.28160, -0.28229, -0.53595], [1.23034, -0.92744, 0.39022], [0.88573, -0.02898, 1.66430], [1.45980, -0.37252, 2.86345], [0.06402, 1.08666, 1.62607], [3.42444, -1.18018, -0.90071], [4.46742, -1.32874, 0.16693], [4.05116, -0.78959, 1.32543], [4.72135, -2.60686, 0.44100], [5.76090, -0.56682, -0.19988], [5.44174, 0.70137, -0.56539], [6.32067, -1.12474, -1.28523], [6.81581, -0.46447, 0.95677], [6.69619, -1.41397, 1.88726], [8.02122, -0.62748, 0.38432], [6.87342, 0.92753, 1.67084], [5.67625, 1.35168, 2.07531], [7.49392, 1.83657, 0.92592], [7.62759, 0.74520, 2.76565], [4.68606, -2.21421, -2.86594], [4.76404, -3.69558, -1.86725], [3.70476, -3.62010, -3.24450], [2.66542, -3.21345, -0.79482], [0.88230, -2.43867, -1.80628], [1.70114, -3.00401, -3.22244], [2.37717, -0.65626, -3.71474], [0.65492, -0.76717, -3.51856], [2.49203, 0.95670, -2.21760], [0.58322, 1.71311, -0.75721], [0.45649, 1.82719, -2.48688], [-0.77073, -0.73348, -1.69530], [-1.45388, 0.64598, -0.84594], [-2.08158, -0.22596, -3.37229], [-1.10321, 1.17566, -3.74866], [-2.66792, 2.01213, -1.88070], [2.63393, 0.61399, -0.03105], [1.69485, -1.81825, 0.82432], [0.34483, -1.27693, -0.12823], [0.74245, -0.46715, 3.50416], [0.62643, 1.85441, 1.77534], [3.90108, -0.70041, -1.67333], [-4.36488, -2.97286, 3.09848], [-3.93616, -2.75023, 1.69817], [-4.19472, -4.16254, 0.91495], [-5.35820, -4.95432, 1.16851], [-6.49170, -4.62728, 0.21631], [-2.30947, -2.74892, 1.82845], [-1.66600, -2.68482, 3.09917], [-1.36308, -4.06591, 3.64405], [-3.76869, -1.82963, 0.36884], [-4.88462, -1.51258, -0.46862], [-6.02149, -0.84426, 0.27782], [-5.69074, -4.84945, 2.20198], [-5.06015, -5.99393, 1.02721], [-6.84793, -3.60553, 0.36636], [-7.33352, -5.30047, 0.37987], [-6.17079, -4.72498, -0.82151], [-2.25576, -2.10210, 3.80559], [-0.73074, -2.14067, 2.94477], [-2.22603, -4.72489, 3.56511], [-1.05786, -4.01053, 4.68960], [-0.55619, -4.53198, 3.07485], [-5.21530, -2.40977, -0.99559], [-4.51045, -0.82850, -1.23208], [-6.31969, -1.42365, 1.15831], [-6.88588, -0.73104, -0.37558], [-5.72010, 0.14505, 0.62349], [-1.88949, 2.68285, -9.24163], [-0.72134, 2.55412, -8.33918], [0.52053, 2.05403, -9.28359], [0.70519, 2.56651, -10.60459], [1.63431, 3.76462, -10.63076], [-1.06360, 1.19617, -7.50952], [-2.36563, 0.60819, -7.57466], [-2.44385, -0.43525, -8.67157], [0.19466, 3.02995, -7.08008], [1.01535, 4.19591, -7.16002], [0.24414, 5.44805, -7.52938], [-0.24938, 2.81900, -11.06796], [1.14657, 1.75852, -11.18957], [1.19880, 4.61071, -10.09433], [1.81970, 4.08156, -11.65740], [2.59243, 3.52635, -10.16687], [-3.12948, 1.37340, -7.69984], [-2.54952, 0.13666, -6.60678], [-2.01546, -0.07084, -9.60415], [-3.47856, -0.72861, -8.85216], [-1.87820, -1.32582, -8.39105], [1.84702, 4.01420, -7.84383], [1.45586, 4.32899, -6.17067], [-0.34937, 5.30099, -8.43751], [0.92990, 6.27947, -7.69080], [-0.44466, 5.72088, -6.72927], [1.32397, 1.98277, 9.20044], [0.11319, 1.65901, 8.40911], [-0.38398, 0.18843, 8.93214], [-0.33618, -0.16636, 10.31520], [-1.63938, 0.13452, 11.02956], [0.73767, 1.28601, 6.94983], [2.10210, 1.56575, 6.64282], [2.98408, 0.37452, 6.95822], [-1.26698, 2.05918, 7.65573], [-2.45202, 2.37737, 8.38827], [-2.25644, 3.50441, 9.38315], [0.49467, 0.32664, 10.82181], [-0.14779, -1.24028, 10.35167], [-1.83400, 1.20909, 11.05464], [-1.60080, -0.22080, 12.05973], [-2.47935, -0.35018, 10.53052], [2.44077, 2.46209, 7.15992], [2.15327, 1.78215, 5.57282], [2.77383, -0.04468, 7.94096], [4.03861, 0.65174, 6.91809], [2.81002, -0.42506, 6.23459], [-2.84226, 1.47638, 8.86551], [-3.19574, 2.67916, 7.65029], [-1.40391, 3.31402, 10.04378], [-3.15082, 3.62784, 9.99322], [-2.06346, 4.44267, 8.86219]], "atomic_forces_ev_per_a": [[0.189, -0.024, 0.932], [-0.692, -0.987, -2.494], [-0.838, 0.955, 1.569], [0.737, -0.629, -0.169], [0.290, 0.104, -0.268], [0.209, -0.538, -0.550], [0.051, 1.176, -0.006], [-0.040, -1.209, 0.364], [0.134, 0.082, -0.121], [-2.193, 1.002, -0.145], [0.956, -0.631, 0.471], [-0.152, 0.046, 0.210], [-0.305, -0.730, -0.379], [0.392, -0.237, -0.881], [0.445, -0.233, 0.070], [0.448, 0.068, 1.595], [-0.459, 0.175, -0.483], [-0.050, 0.065, -0.732], [0.537, 0.193, -0.265], [-0.470, -0.134, 0.075], [-0.191, -0.333, 0.171], [0.899, 0.210, -0.126], [-0.619, -0.077, -0.160], [-0.063, 0.057, -0.100], [0.789, -0.066, 1.100], [0.084, 0.026, -0.439], [-0.667, -0.147, -0.159], [-0.245, 0.011, -0.253], [0.147, -0.085, -0.113], [0.336, 0.164, -0.071], [-0.181, 0.001, -0.022], [0.423, 0.235, 0.553], [-0.132, -0.128, -0.141], [0.270, 0.012, -0.158], [-0.060, 0.143, -0.122], [-0.093, 0.200, 0.050], [0.028, 0.040, 0.001], [-0.183, -0.084, 0.156], [0.015, 0.121, 0.013], [0.117, -0.044, 0.101], [-0.140, -0.349, 0.104], [-0.199, 0.130, -0.276], [-0.074, 0.315, 0.041], [-0.081, 0.244, 0.026], [0.817, -0.225, -0.017], [-0.168, -0.093, 0.071], [-0.074, 0.182, -0.100], [0.323, 0.532, 0.591], [-0.402, 0.335, 0.539], [-0.014, 0.119, 0.030], [-1.890, 2.101, -0.699], [4.512, -3.974, -0.755], [-0.542, 1.083, 0.063], [-0.327, -0.472, 0.058], [0.083, 0.188, -0.054], [-0.081, 0.442, -0.203], [-0.095, -0.178, 0.245], [0.170, -0.150, -0.124], [-1.617, 0.886, 1.481], [-0.419, 0.181, -0.542], [0.170, 0.028, 0.148], [0.164, 0.129, 0.043], [0.142, 0.056, 0.006], [-0.042, -0.029, 0.019], [0.028, -0.020, 0.039], [0.009, -0.040, 0.004], [-0.141, -0.086, -0.030], [0.031, -0.008, -0.146], [-0.137, 0.145, 0.097], [0.005, 0.010, -0.006], [0.011, 0.009, 0.015], [0.017, -0.132, 0.204], [0.188, -0.030, 0.096], [-0.083, -0.023, -0.083], [-0.020, -0.028, 0.018], [-0.011, -0.011, 0.023], [0.240, 2.852, 0.816], [1.348, -6.057, -0.366], [-0.317, 1.063, 0.498], [0.133, -0.011, -0.531], [-0.023, 0.039, 0.197], [0.050, 0.497, 0.302], [-0.190, -0.191, -0.181], [0.153, -0.178, -0.003], [-1.433, 1.749, -0.695], [0.441, 0.453, 0.049], [-0.142, -0.118, 0.086], [-0.102, -0.066, 0.167], [-0.043, -0.084, 0.111], [-0.002, 0.017, -0.055], [-0.033, -0.036, -0.014], [0.009, -0.030, -0.028], [0.079, 0.068, -0.131], [0.165, 0.062, 0.053], [-0.126, 0.178, -0.002], [0.001, 0.000, 0.013], [-0.023, -0.006, 0.013], [-0.140, -0.091, -0.151], [-0.094, -0.173, 0.034], [0.093, 0.057, -0.036], [-0.008, 0.000, -0.045], [-0.022, -0.004, -0.027], [-1.715, 2.203, 0.906], [1.620, -5.094, -3.054], [-0.332, 1.136, 0.182], [0.060, -0.324, 0.438], [-0.065, 0.128, -0.137], [-0.328, 0.425, -0.022], [0.260, -0.123, 0.107], [0.039, -0.242, -0.122], [0.658, 1.706, 1.557], [-0.634, 0.100, 0.220], [0.169, 0.032, -0.135], [0.060, 0.088, -0.177], [0.034, 0.017, -0.140], [0.012, -0.012, 0.052], [0.049, -0.013, -0.010], [0.016, -0.036, 0.004], [-0.041, -0.066, 0.157], [-0.191, -0.028, -0.008], [-0.009, 0.228, 0.107], [-0.002, -0.002, -0.024], [0.033, 0.014, -0.022], [0.212, -0.060, 0.065], [0.152, -0.060, -0.136], [-0.096, -0.027, 0.064], [0.019, -0.017, 0.034], [0.024, -0.001, 0.019]], "spin_multiplicity": 1, "charge": 1, "gap_ev": 9.45, "lumo_energy_ha": -0.08695}

***

Question: Which of these has the lowest charge?
Answer: C4H6N2